153
Properties=species:S:1:pos:R:3:lowdin_charge:R:1 method="wB97M-V/def2-TZVPD" spin_multiplicity=1 total_charge=0
C 4.009 -5.625 2.453 -0.186
O 3.931 -4.637 1.393 -0.197
C 3.817 -5.192 0.113 -0.239
C 2.649 -4.643 -0.762 -0.185
C 2.040 -3.261 -0.330 -0.250
P 0.165 -3.275 -0.133 0.813
C -0.952 -4.533 -0.938 -0.301
C -2.478 -4.404 -0.629 -0.294
C -3.173 -5.723 -1.176 -0.547
S -4.861 -5.857 -0.472 0.665
C -0.411 -1.848 0.939 -0.284
C -1.921 -1.482 0.811 -0.215
C -2.180 -0.356 1.892 -0.204
C -1.611 1.020 1.406 -0.189
S -0.027 1.468 2.186 0.610
O -0.224 2.679 2.959 -0.322
O 0.944 1.612 1.123 -0.318
O 0.432 0.342 3.247 -0.173
S 0.366 -4.508 1.709 0.557
C -1.183 -4.604 2.708 -0.142
O 0.734 -5.908 1.447 -0.391
O 1.363 -3.969 2.650 -0.380
S -0.031 -2.027 -1.993 0.668
O 0.456 -0.643 -1.808 -0.447
O -1.433 -1.891 -2.424 -0.362
C 0.880 -2.654 -3.506 -0.649
F 1.992 -1.904 -3.690 0.103
F 0.115 -2.406 -4.592 0.113
F 1.191 -3.958 -3.540 0.120
H 4.534 -6.545 2.153 0.077
H 4.616 -5.155 3.250 0.090
H 3.013 -5.790 2.889 0.060
H 3.637 -6.290 0.240 0.103
H 4.772 -5.133 -0.465 0.124
H 1.812 -5.365 -0.886 0.076
H 3.056 -4.522 -1.792 0.104
H 2.491 -2.833 0.594 0.107
H 2.329 -2.521 -1.112 0.079
H -0.873 -4.436 -2.046 0.086
H -0.660 -5.599 -0.738 0.032
H -2.994 -3.575 -1.149 0.105
H -2.757 -4.354 0.436 0.055
H -3.136 -5.792 -2.276 0.087
H -2.582 -6.555 -0.747 0.027
H -4.661 -5.523 0.840 -0.138
H -0.238 -2.059 2.016 0.074
H 0.200 -0.937 0.746 0.082
H -2.220 -1.025 -0.147 0.109
H -2.610 -2.298 1.108 0.091
H -1.846 -0.654 2.902 0.113
H -3.296 -0.229 1.924 0.085
H -1.554 1.091 0.300 0.118
H -2.327 1.806 1.718 0.102
H 1.394 0.169 3.145 0.062
H -1.676 -3.610 2.780 0.049
H -1.869 -5.365 2.296 0.061
H -0.828 -4.850 3.728 0.075
C 1.877 -8.603 -1.031 -0.047
C 0.551 -8.022 -0.773 -0.223
N -0.482 -7.563 -0.571 0.161
H 1.768 -9.590 -1.477 0.082
H 2.434 -7.962 -1.714 0.080
H 2.429 -8.691 -0.096 0.084
C -6.450 1.096 0.475 -0.088
C -5.966 -0.199 0.982 -0.254
N -5.588 -1.209 1.383 0.132
H -5.944 1.347 -0.458 0.016
H -7.522 1.045 0.292 0.084
H -6.252 1.875 1.205 0.043
C -0.810 6.159 3.766 -0.063
C -2.107 6.805 4.034 -0.266
N -3.115 7.317 4.243 0.114
H -0.967 5.165 3.347 0.064
H -0.240 6.754 3.058 0.026
H -0.244 6.069 4.692 0.087
C -8.024 3.392 3.566 -0.053
C -7.924 3.594 2.112 -0.273
N -7.846 3.752 0.976 0.134
H -8.073 4.357 4.068 0.043
H -8.921 2.822 3.801 0.088
H -7.151 2.847 3.925 0.082
C 2.694 3.169 -1.385 -0.034
C 2.415 4.281 -2.314 -0.246
N 2.186 5.145 -3.038 0.137
H 3.771 3.055 -1.255 0.075
H 2.236 3.369 -0.416 0.068
H 2.282 2.241 -1.784 0.074
C -6.666 -8.481 -3.575 -0.071
C -5.996 -9.160 -2.453 -0.291
N -5.473 -9.688 -1.577 0.128
H -6.517 -7.405 -3.497 0.074
H -6.252 -8.831 -4.519 0.078
H -7.733 -8.695 -3.552 0.079
C 0.450 7.931 -0.354 -0.052
C 1.118 7.299 0.797 -0.254
N 1.641 6.806 1.694 0.141
H 0.598 9.009 -0.321 0.085
H 0.867 7.541 -1.282 0.070
H -0.617 7.716 -0.325 0.083
C 5.621 1.926 -4.058 -0.070
C 6.294 1.296 -2.913 -0.298
N 6.822 0.806 -2.018 0.137
H 5.771 3.004 -4.023 0.056
H 6.029 1.542 -4.991 0.081
H 4.552 1.714 -4.023 0.075
C -5.581 3.773 -2.781 -0.052
C -5.509 2.309 -2.646 -0.263
N -5.453 1.165 -2.535 0.146
H -5.905 4.215 -1.839 0.078
H -4.601 4.169 -3.043 0.070
H -6.292 4.037 -3.562 0.085
C 9.031 3.231 0.215 -0.107
C 10.303 2.504 0.387 -0.277
N 11.295 1.940 0.520 0.110
H 8.416 2.730 -0.524 0.016
H 8.493 3.261 1.162 0.080
H 9.227 4.249 -0.115 0.066
C 6.049 6.298 -2.490 -0.049
C 6.538 5.010 -1.966 -0.221
N 6.915 4.005 -1.555 0.163
H 6.552 6.531 -3.428 0.085
H 4.975 6.244 -2.668 0.061
H 6.250 7.092 -1.773 0.085
C 1.474 5.395 -6.202 -0.097
C 1.178 6.500 -7.130 -0.276
N 0.946 7.364 -7.853 0.119
H 2.550 5.294 -6.079 0.074
H 1.025 5.595 -5.232 0.033
H 1.071 4.463 -6.597 0.077
C -0.822 3.374 -3.727 -0.058
C -0.334 2.045 -3.313 -0.187
N 0.049 1.006 -2.985 0.163
H -0.309 3.690 -4.634 0.053
H -1.893 3.330 -3.922 0.071
H -0.632 4.102 -2.939 0.068
C -6.873 7.773 4.173 -0.067
C -8.201 7.140 4.075 -0.275
N -9.237 6.646 3.999 0.128
H -6.617 8.243 3.226 0.082
H -6.882 8.529 4.956 0.083
H -6.120 7.024 4.412 0.062
C 3.162 3.779 3.337 -0.054
C 3.219 2.322 3.514 -0.244
N 3.247 1.179 3.638 0.154
H 2.842 4.252 4.265 0.085
H 4.146 4.159 3.065 0.083
H 2.454 4.027 2.548 0.056
C 4.734 -8.986 5.721 -0.055
C 4.420 -7.888 4.790 -0.157
N 4.174 -7.031 4.060 0.115
H 5.810 -9.043 5.876 0.081
H 4.246 -8.809 6.678 0.081
H 4.383 -9.931 5.311 0.080

---

132
Properties=species:S:1:pos:R:3:lowdin_charge:R:1 method="wB97M-V/def2-TZVPD" spin_multiplicity=1 de_lowest_ev=0.178 total_charge=+1
C -5.382 1.144 1.432 -0.058
C -4.739 0.446 0.263 -0.242
O -3.446 1.021 0.022 -0.098
C -2.588 0.189 -0.643 -0.129
N -1.933 -0.790 0.287 0.077
C -2.126 -0.692 1.610 0.060
C -1.546 -1.553 2.524 -0.113
C -1.739 -1.236 3.982 -0.113
C -1.172 0.165 4.294 -0.181
C 0.279 0.293 3.871 -0.176
C 0.782 1.726 3.999 -0.238
O 2.206 1.686 3.946 -0.074
C -0.757 -2.598 2.027 -0.111
C -0.076 -3.614 2.898 -0.111
C -0.942 -4.870 3.168 -0.386
C -2.022 -4.643 4.227 -0.064
C -1.601 -5.412 1.909 -0.073
C -0.559 -2.661 0.653 0.037
C -1.124 -1.745 -0.209 -0.166
C -0.825 -1.776 -1.682 -0.013
C 0.037 -0.602 -2.162 -0.357
O -0.252 -0.107 -3.215 0.106
C 1.163 -0.065 -1.365 -0.150
C 1.535 1.257 -1.613 0.000
C 2.583 1.839 -0.909 -0.057
C 3.285 1.111 0.046 -0.051
C 2.934 -0.216 0.285 -0.057
C 1.878 -0.793 -0.413 -0.018
H -4.852 0.929 2.351 0.056
H -5.384 2.214 1.265 0.087
H -6.396 0.790 1.570 0.093
H -4.615 -0.611 0.520 0.120
H -5.363 0.487 -0.628 0.129
H -3.126 -0.396 -1.389 0.149
H -1.816 0.764 -1.144 0.148
H -2.742 0.123 1.942 0.136
H -1.199 -1.933 4.603 0.099
H -2.798 -1.253 4.216 0.131
H -1.811 0.935 3.862 0.108
H -1.224 0.276 5.373 0.083
H 0.904 -0.359 4.477 0.121
H 0.440 0.003 2.831 0.111
H 0.419 2.278 3.134 0.122
H 0.428 2.177 4.923 0.120
H 2.514 2.193 3.194 0.079
H 0.816 -3.919 2.356 0.116
H 0.269 -3.149 3.815 0.099
H -0.258 -5.624 3.549 0.137
H -2.836 -4.059 3.804 0.079
H -2.414 -5.611 4.523 0.084
H -1.634 -4.151 5.110 0.074
H -0.887 -5.622 1.118 0.080
H -2.092 -6.349 2.157 0.085
H -2.373 -4.746 1.531 0.080
H 0.063 -3.450 0.269 0.133
H -0.314 -2.706 -1.909 0.143
H -1.750 -1.735 -2.245 0.125
H 1.030 1.854 -2.356 0.122
H 2.882 2.857 -1.083 0.094
H 4.098 1.553 0.597 0.110
H 3.491 -0.786 1.011 0.094
H 1.651 -1.826 -0.214 0.100
C -0.396 -2.324 -7.676 -0.019
C -1.683 -2.373 -6.890 -0.501
O -2.524 -3.216 -7.101 0.066
C -1.868 -1.318 -5.829 -0.023
H -0.383 -3.131 -8.404 0.082
H -0.316 -1.368 -8.196 0.085
H 0.458 -2.434 -7.004 0.082
H -1.839 -0.326 -6.285 0.070
H -1.080 -1.391 -5.082 0.054
H -2.834 -1.461 -5.346 0.081
C 4.018 -0.899 3.956 -0.025
C 3.644 -2.323 4.279 -0.478
O 2.627 -2.820 3.841 0.049
C 4.579 -3.098 5.173 -0.015
H 3.254 -0.470 3.315 0.043
H 4.079 -0.308 4.870 0.094
H 4.981 -0.868 3.443 0.094
H 4.672 -2.598 6.138 0.089
H 5.566 -3.162 4.713 0.089
H 4.191 -4.102 5.326 0.083
C -0.429 -0.449 9.445 -0.017
C -1.688 -0.364 8.622 -0.488
O -1.679 0.086 7.495 0.045
C -2.959 -0.861 9.260 -0.017
H 0.410 -0.060 8.872 0.081
H -0.540 0.136 10.358 0.090
H -0.229 -1.487 9.714 0.088
H -3.168 -0.292 10.167 0.090
H -2.858 -1.915 9.522 0.089
H -3.788 -0.743 8.566 0.081
C -4.589 1.735 -8.846 -0.020
C -3.401 2.086 -7.986 -0.502
O -2.365 1.465 -8.053 0.054
C -3.564 3.250 -7.038 -0.023
H -4.342 0.886 -9.478 0.084
H -5.443 1.476 -8.217 0.086
H -4.860 2.584 -9.475 0.087
H -4.378 3.051 -6.339 0.084
H -3.794 4.158 -7.597 0.086
H -2.642 3.397 -6.481 0.079
C -4.768 4.640 4.103 -0.019
C -4.827 3.241 4.666 -0.496
O -5.634 2.433 4.260 0.054
C -3.844 2.905 5.759 -0.019
H -5.526 4.756 3.332 0.082
H -4.950 5.369 4.894 0.088
H -3.784 4.828 3.671 0.085
H -3.996 3.568 6.612 0.090
H -2.822 3.029 5.397 0.078
H -3.982 1.876 6.082 0.077
C 5.210 2.024 -4.688 -0.014
C 4.071 2.916 -4.269 -0.489
O 3.968 3.327 -3.134 0.046
C 3.061 3.278 -5.330 -0.019
H 5.861 1.841 -3.837 0.086
H 4.821 1.072 -5.053 0.088
H 5.792 2.502 -5.478 0.067
H 2.590 2.374 -5.721 0.085
H 3.554 3.803 -6.150 0.085
H 2.297 3.923 -4.903 0.080
C 9.404 1.277 -8.063 -0.023
C 8.252 2.156 -7.642 -0.502
O 8.142 2.554 -6.505 0.059
C 7.245 2.515 -8.708 -0.022
H 10.052 1.094 -7.210 0.082
H 9.029 0.324 -8.439 0.086
H 9.978 1.765 -8.851 0.087
H 6.785 1.611 -9.109 0.086
H 7.736 3.052 -9.521 0.087
H 6.472 3.150 -8.280 0.075

---

155
Properties=species:S:1:pos:R:3:lowdin_charge:R:1 method="wB97M-V/def2-TZVPD" spin_multiplicity=1 total_charge=-1
C -6.385 -6.322 11.079 -0.102
C -7.073 -6.381 9.689 -0.253
C -6.154 -6.881 8.569 -0.222
C -6.491 -6.251 7.216 -0.222
C -5.990 -7.063 6.022 -0.194
C -4.526 -6.751 5.654 -0.262
C -4.444 -5.782 4.472 -0.229
C -2.992 -5.392 4.042 -0.297
C -2.762 -5.512 2.531 -0.202
C -1.755 -4.484 1.997 -0.171
C -0.311 -4.961 2.307 -0.199
C 0.530 -5.165 1.064 -0.298
C 0.874 -3.904 0.261 -0.201
C 1.308 -2.682 1.092 -0.170
C 2.747 -2.219 0.746 -0.196
C 2.949 -0.676 0.914 -0.404
C 2.318 -0.300 2.276 -0.149
O 0.975 0.191 2.163 -0.130
N 0.104 -0.423 3.127 -0.008
O 0.208 0.064 4.178 0.105
C 2.286 -0.019 -0.307 -0.094
C 2.887 1.344 -0.776 -0.284
C 1.711 2.317 -1.001 -0.145
C 2.142 3.687 -1.566 -0.234
O 2.200 4.729 -0.609 -0.188
Si 0.762 5.368 -0.070 0.425
C -0.663 5.239 -1.295 -0.158
C 0.168 4.565 1.529 -0.158
C 1.077 7.195 0.235 -0.157
S 3.938 2.039 0.502 0.649
O 4.811 2.995 -0.059 -0.218
O 3.064 2.591 1.497 -0.247
O 4.868 0.908 1.155 -0.212
C 4.469 -0.466 0.975 -0.378
P 5.397 -1.341 -0.422 0.877
O 6.916 -0.860 -0.088 -0.262
O 4.994 -0.567 -1.789 -0.283
H -6.442 -5.303 11.455 0.062
H -5.336 -6.601 11.040 0.063
H -6.916 -6.968 11.772 0.061
H -7.375 -5.364 9.431 0.097
H -7.971 -6.987 9.785 0.102
H -5.126 -6.605 8.818 0.100
H -6.213 -7.970 8.539 0.118
H -7.582 -6.193 7.166 0.110
H -6.139 -5.216 7.193 0.110
H -6.614 -6.856 5.150 0.107
H -6.121 -8.120 6.251 0.110
H -4.063 -7.710 5.418 0.109
H -4.088 -6.338 6.593 -0.020
H -4.945 -4.860 4.782 0.106
H -5.005 -6.175 3.627 0.111
H -2.320 -6.075 4.575 0.063
H -2.807 -4.366 4.371 0.035
H -3.718 -5.355 2.027 0.110
H -2.437 -6.521 2.272 0.118
H -1.952 -3.550 2.517 0.112
H -1.887 -4.396 0.920 0.110
H 0.137 -4.299 3.046 0.105
H -0.390 -5.933 2.799 0.106
H -0.057 -5.806 0.397 0.125
H 1.443 -5.751 1.268 -0.167
H 0.076 -3.647 -0.429 0.118
H 1.727 -4.167 -0.385 0.064
H 0.663 -1.857 0.808 0.109
H 1.280 -2.857 2.162 0.090
H 3.495 -2.728 1.363 0.091
H 2.927 -2.525 -0.282 0.079
H 2.928 0.480 2.730 0.117
H 2.353 -1.132 2.982 0.123
H 2.428 -0.717 -1.131 0.121
H 1.214 0.117 -0.203 0.111
H 3.430 1.286 -1.715 0.111
H 1.079 1.832 -1.747 0.129
H 1.201 2.387 -0.043 0.091
H 3.157 3.576 -1.954 0.116
H 1.529 3.927 -2.438 0.108
H -1.131 4.262 -1.157 0.032
H -1.419 6.002 -1.114 0.036
H -0.317 5.354 -2.321 0.001
H 0.938 4.635 2.295 0.033
H -0.773 5.021 1.835 0.029
H -0.024 3.501 1.381 0.014
H 1.134 7.710 -0.723 0.027
H 2.057 7.299 0.704 0.030
H 0.328 7.638 0.888 0.026
H 4.824 -0.994 1.865 0.128
H 6.945 0.100 0.081 0.069
H 5.720 0.027 -2.079 0.014
Mg 3.057 -6.006 0.956 0.734
C -1.443 6.386 -5.278 -1.102
Cl -0.310 7.506 -4.529 0.513
Cl -3.057 6.517 -4.568 0.570
H -1.521 6.609 -6.372 -0.186
H -1.076 5.376 -5.138 0.018
C -1.360 -9.649 6.350 -0.070
C -2.567 -10.608 6.053 -0.467
O -3.566 -10.289 6.861 -0.096
H -1.022 -9.752 7.379 0.070
H -0.526 -9.903 5.689 0.069
H -1.635 -8.609 6.171 0.045
H -2.151 -11.633 6.151 0.105
H -2.753 -10.511 4.961 0.099
Br -1.617 8.098 -7.891 -0.065
Be -2.767 -4.909 6.522 0.495
C -0.519 3.394 -7.944 -0.147
O -0.367 4.764 -7.578 -0.161
H -1.140 2.905 -7.199 0.075
H -1.003 3.312 -8.918 0.069
H 0.456 2.899 -7.977 0.080
H 0.182 5.188 -8.243 0.071
C -8.121 9.693 -3.182 0.013
C -7.812 8.442 -2.858 0.015
C -6.563 7.805 -3.351 -0.381
O -6.286 6.662 -3.056 0.098
C -5.674 8.619 -4.216 0.009
C -5.986 9.872 -4.539 0.026
C -7.231 10.508 -4.048 -0.390
O -7.518 11.651 -4.338 0.096
H -9.026 10.176 -2.834 0.117
H -8.447 7.831 -2.228 0.118
H -4.766 8.138 -4.566 0.026
H -5.350 10.481 -5.169 0.125
F 5.961 3.366 -2.817 -0.174
P 6.774 2.006 -3.223 0.402
F 6.563 1.287 -4.685 -0.185
F 7.294 0.500 -2.717 -0.206
F 5.259 1.397 -2.878 -0.227
F 7.836 2.418 -2.044 -0.198
F 7.681 2.988 -4.192 -0.202
C -3.574 -0.868 -9.483 -0.174
C -2.386 -1.076 -10.416 -0.174
C -1.718 0.291 -10.375 -0.203
O -1.981 0.834 -9.079 -0.155
C -2.977 0.047 -8.423 -0.203
H -3.976 -1.792 -9.068 0.109
H -4.379 -0.355 -10.014 0.113
H -1.716 -1.834 -10.003 0.113
H -2.664 -1.382 -11.424 0.110
H -2.147 0.966 -11.123 0.119
H -0.640 0.240 -10.533 0.118
H -2.490 -0.530 -7.629 0.118
H -3.717 0.706 -7.968 0.119
C 11.477 5.858 0.444 0.205
C 10.214 5.188 0.283 -0.341
C 10.294 3.850 -0.428 -0.308
O 9.352 3.113 -0.594 0.161
C 11.597 3.454 -0.948 0.250
C 12.855 4.136 -0.796 -0.346
C 12.788 5.416 0.010 -0.357
O 13.773 6.070 0.290 0.120
O 13.914 3.758 -1.251 0.142
O 9.148 5.607 0.673 0.166
H 11.492 6.814 0.958 0.140
H 11.576 2.524 -1.509 0.151

---

| no. | DFT total energy (hartree) |
| --- | --- |
| 1 | -5471.61192 |
| 2 | -2567.21631 |
| 3 | -8773.02340 |